Entry 1:
C27H29FN8O3 | wB97M-V/def2-TZVPD

Energy above the lowest of the compared OMol25 structures with the same formula, charge and spin: 2727.1 kJ/mol
HOMO: -7.3 eV
Gap between HOMO and LUMO: 6.967 eV

XYZ file:
```
68
C27H29FN8O3, DFT wB97M-V/def2-TZVPD
F -1.2601 -4.4543 -1.6143
O -4.3545 -2.4808 -0.5325
O 0.5607 -1.0291 1.1928
O 1.2144 5.3000 -0.8605
N 2.5389 -0.1978 0.2465
N -1.8719 1.6043 -0.2501
N -0.7272 3.7217 0.5010
N -2.9985 -4.2427 0.0044
N 3.6304 -2.3371 1.4064
N -3.0905 0.0069 -0.5741
N -2.9312 3.7354 0.5995
N -5.2424 3.3424 1.1568
C 2.0285 1.0156 -0.0636
C 2.1060 6.0044 -1.5643
C 0.8918 1.7713 0.3082
C -4.1301 3.0258 0.8450
C -1.9555 -0.9830 -1.1030
C 2.4359 -2.6087 0.7634
C -1.8547 3.1293 0.3490
C -4.1963 -4.9882 0.6485
C 4.3161 -3.5920 1.4611
C -4.2318 1.7560 0.4309
C 0.1424 -1.0709 -2.2940
C 1.6314 -1.0470 0.9254
C 4.2324 1.1485 -1.1417
C 2.6951 3.2802 -0.8188
C 0.5530 3.2538 -0.2237
C -1.1010 -3.1525 -1.5964
C -0.0103 -2.6025 -2.0147
C -0.9116 -0.3105 -1.7418
C 3.6672 -2.0610 2.8417
C 1.5849 3.8380 -0.5173
C -3.1271 1.1935 -0.2518
C -3.1558 -2.9150 -0.5466
C -6.2253 2.4277 1.0531
C 3.6466 -0.1454 -0.4640
C 3.0297 2.1368 -0.7112
C -2.0747 -2.5279 -1.2360
C -5.4666 1.4761 0.4283
H 5.4235 -3.5090 1.8852
H 3.1220 -1.1879 2.9102
H -7.3361 2.7262 1.3865
H 4.5567 -1.9882 3.3919
H 2.9422 -2.6398 3.3116
H -0.0161 1.1556 0.8624
H 3.9098 -4.4449 1.8147
H 1.0790 -0.6135 -2.5038
H -3.7389 -0.7421 -0.1349
H -4.3404 -5.7915 0.1292
H -0.6576 4.7761 0.4018
H -2.2265 -4.7877 0.0451
H -5.4754 4.5386 1.5190
H 0.9028 -3.0909 -2.6658
H 3.5896 4.1031 -1.3663
H -4.0115 -5.3066 1.6447
H 1.8444 -3.2670 1.2881
H 1.6129 6.9311 -1.5241
H -5.1378 -4.4758 0.5557
H 4.8337 -3.8402 0.2696
H -6.0716 0.4143 0.2018
H 4.4719 1.2334 -2.0055
H 4.4375 -0.8114 0.0618
H 2.8205 -2.8665 -0.1668
H 3.0776 6.1805 -0.8180
H 5.0587 1.4986 -0.1130
H 3.6977 -0.8208 -1.2297
H -0.7359 0.6664 -1.7337
H 2.3789 5.5385 -2.4591
```

***

Entry 2:
C27H29GdN4O13S | wB97M-V/def2-TZVPD

Energy above the lowest of the compared OMol25 structures with the same formula, charge and spin: 635.9 kJ/mol
HOMO (spin up / spin down): -1.3 / -3.4 eV
Spin multiplicity: 8
Gap between HOMO and LUMO (spin up / spin down): 5.362 / 4.796 eV
Charge: -2
⟨S²⟩: 15.872

XYZ file:
```
75
C27H29GdN4O13S, DFT wB97M-V/def2-TZVPD
Gd -0.1722 -0.1975 1.4504
S 2.4114 1.2573 -4.0349
O 1.9489 -0.9413 0.4119
O -0.9903 1.6849 2.4745
O 0.3030 -0.1258 -0.8478
O -3.3216 -3.1016 1.8799
O 2.8639 1.6480 -2.7250
O -0.5194 -2.2622 4.6862
O -1.2571 3.5389 3.7508
O -2.2376 0.8641 -0.0899
O 2.0330 1.0369 5.0867
O 1.3426 1.8898 0.8546
O 3.0165 1.7975 -5.2234
O 1.2050 0.0301 3.2351
O -0.1995 -2.8119 0.1552
N 2.3624 -0.3653 -4.1839
N -0.2206 -2.4442 2.3744
N -2.4891 -1.0382 1.1372
N 0.1975 -4.2427 3.8715
C 0.4471 -5.0660 2.7965
C -3.3612 -2.1198 1.1586
C 2.2169 4.0160 0.7102
C -3.5817 1.8097 -4.0376
C 0.9632 3.2616 1.1553
C 0.0578 1.7098 -2.8466
C 0.3301 -4.6518 1.5294
C -0.2081 -2.8974 3.6854
C -0.0444 -3.2632 1.2972
C 0.3056 -4.7046 5.2567
C -4.4435 -1.9305 0.1016
C 0.8207 3.2199 2.6878
C 0.7103 1.5075 -4.0615
C 1.3558 -0.8339 -0.7014
C -1.3230 1.8013 -2.8505
C -4.1836 -0.5347 -0.4628
C -2.8780 -0.1476 0.1885
C 1.8674 -1.6144 -1.8967
C 1.7208 1.0392 3.8980
C -1.3931 1.5522 -5.2936
C -0.0106 1.4366 -5.3251
C 1.4262 -1.2027 -3.3114
C 2.5595 1.8576 1.6660
C 2.0340 2.2566 3.0627
C -2.0764 1.7217 -4.0844
C -0.5790 2.7886 3.0377
C 3.3621 2.9768 1.0187
H 0.9363 4.1931 3.1217
H 0.5277 1.2790 -6.2630
H 0.0570 3.5239 0.6298
H -1.9588 1.4920 -6.2203
H -1.8458 1.8515 -1.8958
H 2.9922 0.8857 1.6173
H 1.0321 -4.1162 5.8151
H 2.1682 4.2452 -0.3551
H -4.0289 1.5912 -5.0142
H -4.3152 -2.7213 -0.6361
H 3.3427 -0.6785 -4.1544
H -0.6442 -4.6157 5.7788
H 0.4872 -0.6793 -3.2235
H -5.4129 -2.0642 0.5665
H -3.9077 2.8132 -3.7291
H 2.7838 2.7930 3.6094
H 0.5103 -5.3063 0.6900
H 2.3156 4.9513 1.2583
H 2.9516 -1.6469 -1.8069
H 0.6189 1.7221 -1.9118
H 0.7304 -6.0721 3.0437
H 1.2198 -2.0865 -3.8875
H -4.0745 -0.4835 -1.5457
H 3.8326 2.6269 0.1016
H -3.9916 1.1023 -3.2971
H 0.6172 -5.7496 5.2401
H -4.9299 0.1984 -0.1675
H 1.4850 -2.6149 -1.7008
H 4.1293 3.3606 1.6942
```

***

Entry 3:
C27H29N2 | wB97M-V/def2-TZVPD

SMILES: CN1CC[N+](C)=C1C[C@H](C=C(c1ccccc1)c1ccccc1)c1ccccc1
Energy above the lowest of the compared OMol25 structures with the same formula, charge and spin: 241.8 kJ/mol
HOMO: -10.6 eV
Gap between HOMO and LUMO: 7.429 eV
Charge: +1

XYZ file:
```
58
C27H29N2, DFT wB97M-V/def2-TZVPD
N -0.9452 0.0986 2.4903
N 1.2221 0.0975 2.2778
C -1.7006 -4.8280 -0.2715
C 0.7533 -2.0414 -0.9814
C 0.7139 -0.6658 -1.1691
C 3.0445 -0.6490 -1.7875
C 1.9347 -2.7305 -1.2402
C -5.4564 -4.2479 -0.5153
C -2.5258 -7.1023 0.4597
C -3.2525 -3.0354 0.6253
C -0.7009 -8.3581 -1.2449
C -0.0051 -2.0244 1.4683
C -4.4885 -2.4202 0.7650
C -2.3364 -0.2649 2.3854
C 1.8499 0.0470 -1.5676
C -3.0337 -4.2291 -0.0861
C -0.3046 -2.6259 -0.0007
C -4.1810 -4.7827 -0.6932
C -0.7901 -6.9684 -1.2135
C -0.5627 -4.0827 -0.3486
C -2.4841 -8.4967 0.4002
C 0.1111 -0.6468 2.0816
C -1.5538 -9.1271 -0.4467
C 3.0955 -2.0368 -1.6353
C -5.6153 -3.0496 0.2100
C -0.5892 1.4781 2.7291
C -1.6686 -6.3182 -0.3344
C 2.5895 -0.3526 2.4388
C 0.9123 1.4352 2.7705
H 1.9959 -3.8122 -1.1572
H 1.3735 2.1925 2.1301
H -6.3695 -4.7484 -0.8828
H 3.9270 -0.0884 -2.1110
H 0.9928 -2.4964 1.4562
H -2.4077 -2.6302 1.1622
H -0.2389 -0.1664 -1.0307
H -3.1628 -9.0830 1.0267
H -2.6599 -0.2186 1.3430
H -1.5064 -10.2180 -0.4685
H -3.1915 -6.6151 1.1726
H -0.7334 -2.5825 2.1134
H -6.5893 -2.5821 0.3493
H 1.2958 1.6002 3.7908
H 3.2684 0.3848 2.0291
H 2.7232 -1.2930 1.9215
H -0.9443 2.0939 1.8859
H 1.7645 1.1270 -1.7276
H -2.5094 -1.2716 2.7632
H -4.1021 -5.6851 -1.2970
H 2.8334 -0.4948 3.4963
H 0.0377 -8.8547 -1.8796
H 0.3330 -4.6828 -0.4670
H -4.5622 -1.4853 1.3531
H 4.0267 -2.5798 -1.8491
H -1.0288 1.9078 3.6368
H -0.1620 -6.3735 -1.8734
H -1.2225 -2.0572 -0.1483
H -2.9451 0.4246 2.9599
```

***

Entry 4:
C27H29N5O2 | wB97M-V/def2-TZVPD

SMILES: Cn1c2ccccc2c2c(C(=O)N3CCN(c4ccccn4)CC3)cn(C3CCCC3)c(=O)c21
Energy above the lowest of the compared OMol25 structures with the same formula, charge and spin: 0.0 kJ/mol
HOMO: -7.6 eV
Gap between HOMO and LUMO: 8.121 eV

XYZ file:
```
63
C27H29N5O2, DFT wB97M-V/def2-TZVPD
O 0.7542 2.5994 -2.7672
O 2.2117 -2.6851 0.4973
N 1.1507 -1.3889 2.0120
N -1.3301 0.5390 -2.2756
N -1.0312 -1.5747 3.5053
N -2.7485 -2.9256 2.8445
N 2.1335 1.4166 -1.3770
C -1.9246 -0.5883 -1.7788
C -1.9345 1.4394 -3.2185
C 0.1554 -0.4506 -0.8879
C 2.9634 3.7875 -1.2015
C -0.3211 -0.3310 3.6237
C -4.7230 -2.0990 1.7935
C 4.6072 3.6927 -3.0259
C -2.9427 -0.5979 2.3411
C -3.5202 -2.3065 -1.4372
C 3.6807 2.4752 -3.0623
C -0.0651 0.6235 -1.7533
C 1.3993 -0.5531 -0.2157
C -3.9463 -3.1123 2.3231
C -4.1899 -0.8165 1.7985
C 4.1132 4.5642 -1.8520
C -1.0268 -1.2463 -0.9010
C -2.2405 -1.6909 2.8762
C 1.6395 -1.6506 0.7750
C -0.1608 -2.7309 3.5973
C 2.3376 0.3806 -0.5064
C -3.1873 -1.1129 -2.0383
C 0.5617 -0.1180 2.3855
C 1.2408 -2.3840 3.0588
C -2.6289 -2.9763 -0.5938
C 0.9245 1.6305 -2.0309
C -1.3888 -2.4544 -0.3082
C 3.2412 2.3356 -1.6030
H 4.1751 1.5785 -3.4338
H 4.0892 1.9638 -1.0183
H -1.0130 0.5012 3.7481
H -2.8467 1.8703 -2.7993
H 0.2959 -0.3864 4.5262
H -3.8764 -0.6098 -2.6994
H 2.0098 4.0922 -1.6286
H 1.3441 0.6249 2.5948
H -0.0810 -3.0591 4.6405
H 1.8819 -2.0046 3.8631
H -4.7440 0.0083 1.3733
H 3.3118 0.3431 -0.0429
H 3.7772 5.5418 -2.1929
H -0.0516 0.2503 1.5598
H -1.2251 2.2346 -3.4390
H -2.1857 0.9104 -4.1407
H -0.6992 -2.9772 0.3356
H 2.9255 3.9184 -0.1202
H -5.6987 -2.2998 1.3822
H 1.7161 -3.2654 2.6252
H 2.8065 2.6805 -3.6772
H 5.6363 3.3759 -2.8517
H 4.9190 4.7233 -1.1345
H -2.9236 -3.9202 -0.1621
H -2.5224 0.3948 2.3307
H 4.5828 4.2346 -3.9694
H -4.2952 -4.1374 2.3398
H -4.4886 -2.7445 -1.6286
H -0.6243 -3.5331 3.0217
```